Entry 1:
# C3H9BF2IrO7P2

C3H9BF2IrO7P2 as an isolated structure (the ωB97M-V functional and the def2-TZVPD basis, the Open Molecules 2025 dataset).

```
! RIJCOSX wB97M-V def2-TZVPD def2/J DEFGRID3
* xyz -1 1
Ir -0.157 2.319 -0.446
C -0.366 -2.706 0.793
C -0.316 -1.252 0.360
O -0.432 -0.447 1.533
P 1.270 -0.805 -0.438
O 1.661 -1.994 -1.418
O 2.415 -0.928 0.646
O 1.200 0.531 -1.076
P -1.655 -0.797 -0.828
O -0.992 -1.398 -2.225
O -2.933 -1.512 -0.626
O -1.590 0.705 -0.851
H 0.403 -2.895 1.543
H -0.207 -3.377 -0.051
H -1.348 -2.908 1.219
H -0.683 0.457 1.258
H 0.938 -2.068 -2.066
H 2.502 -0.056 1.078
H -1.659 -1.974 -2.615
F 0.680 3.325 2.218
B 0.931 2.512 1.164
F 2.055 1.759 1.468
C -0.469 4.099 -0.215
H -0.801 4.673 -1.098
H -0.447 4.736 0.673
*
```

Summary:
E: -45127.4107 eV
Kohn-Sham gap: 0.264 Eh
ΔE to the lowest compared entry with this formula, charge and spin: 0.064 eV
LUMO level: 0.1086 Ha


Entry 2:
# C3H9BO6SSn

C3H9BO6SSn as an isolated structure (the ωB97M-V functional and the def2-TZVPD basis, the Open Molecules 2025 dataset).

```
! RIJCOSX wB97M-V def2-TZVPD def2/J DEFGRID3
* xyz 2 1
O -1.700 0.474 1.597
S -1.199 -0.774 0.985
O -0.494 -0.149 -0.344
C -0.216 -1.135 -1.412
C -0.912 -0.719 -2.709
O -0.068 -0.821 -3.834
O 0.115 -1.184 1.910
C 1.268 -0.418 1.533
B 0.810 0.967 2.092
O 0.246 1.100 3.294
O 0.941 2.137 1.172
H -0.541 -2.122 -1.081
H 0.865 -1.179 -1.552
H -1.732 -1.409 -2.908
H -1.293 0.305 -2.629
H 0.862 -0.728 -3.598
H 2.187 -0.764 2.009
H 1.462 -0.435 0.463
H -0.539 1.638 3.438
H 0.726 1.751 0.290
Sn -0.786 3.465 1.282
*
```

Summary:
E: -32865.7201 eV
Kohn-Sham gap: 0.167 Eh
LUMO level: -0.4328 Ha


Entry 3:
# C3H9BOS

One molecule with the formula C3H9BOS (the ωB97M-V functional and the def2-TZVPD basis, the Open Molecules 2025 dataset).

```
! RIJCOSX wB97M-V def2-TZVPD def2/J DEFGRID3
* xyz 0 3
B -0.409 0.048 0.183
C 0.275 1.698 -0.108
C -2.518 -1.088 -0.006
C 2.347 -0.533 0.045
O -1.695 0.055 0.127
S 0.715 -1.322 0.280
H 0.614 2.328 0.840
H -0.405 2.410 -0.501
H 1.068 1.771 -0.734
H -1.999 -1.951 0.250
H -2.850 -1.105 -1.132
H -3.214 -1.120 0.764
H 3.099 -1.188 -0.343
H 2.648 -0.246 0.943
H 2.325 0.243 -0.609
*
```

Summary:
E: -16810.2728 eV
expectation value of S²: 2.005
Kohn-Sham gap (alpha / beta): 0.157 / 0.248 Eh
ΔE to the lowest compared entry with this formula, charge and spin: 0.307 eV
LUMO level (alpha / beta): 0.0198 / -0.1209 Ha